[1]
{"formula": "FH5S2Si2", "method": "wB97M-V/def2-TZVPD", "mol_weight_g_mol": 144.3, "e_lumo_ev": [0.62, -2.53], "e_above_lowest_kj_mol": 38.2, "max_force_ev_per_a": 2.8, "spin_multiplicity": 3, "elements": ["F", "Si", "Si", "S", "S", "H", "H", "H", "H", "H"], "xyz": [[0.163, -0.302, 1.066], [0.085, 1.119, 1.796], [-1.017, -1.560, -2.022], [-2.285, -3.149, -1.263], [0.945, -2.132, -1.389], [0.914, 1.022, 2.957], [0.405, 2.092, 0.768], [-1.376, 1.144, 2.158], [-1.344, -3.562, -0.518], [1.259, -1.912, -2.665]], "forces_ev_per_angstrom": [[0.3, -0.5, -0.2], [-1.8, -0.8, -0.5], [-0.1, -0.5, 0.8], [-2.2, 0.8, -1.6], [0.0, 0.7, -0.4], [0.6, 0.3, 0.6], [0.3, 0.5, 0.0], [0.5, 0.5, 0.1], [1.7, -0.7, 1.3], [0.6, -0.3, -0.2]]}

[2]
{"formula": "C31H26F3N9O9PSW", "method": "wB97M-V/def2-TZVPD", "mol_weight_g_mol": 972.5, "e_lumo_ev": [-3.24, -3.23], "e_above_lowest_kj_mol": 63.1, "max_force_ev_per_a": 0.9, "charge": 1, "spin_multiplicity": 1, "elements": ["W", "O", "C", "N", "C", "O", "C", "C", "C", "C", "C", "N", "C", "C", "C", "C", "C", "N", "H", "H", "H", "H", "H", "H", "H", "H", "O", "C", "O", "C", "C", "C", "C", "C", "C", "O", "N", "O", "O", "N", "O", "O", "H", "H", "F", "C", "F", "F", "C", "C", "C", "C", "N", "C", "S", "H", "H", "H", "C", "N", "C", "N", "C", "N", "C", "P", "C", "C", "H", "H", "H", "H", "H", "H", "H", "H", "H", "H", "H", "H", "H"], "xyz": [[0.096, 1.051, -1.025], [-3.364, 0.482, 1.395], [-2.531, 0.585, 0.518], [-1.235, 1.021, 0.639], [-0.787, 1.541, 1.833], [-1.123, 1.231, 2.955], [0.220, 2.628, 1.582], [0.541, 3.560, 2.549], [1.425, 4.575, 2.218], [1.952, 4.622, 0.935], [1.597, 3.642, 0.027], [0.757, 2.651, 0.347], [-2.838, 0.234, -0.902], [-4.121, -0.106, -1.287], [-4.347, -0.470, -2.602], [-3.269, -0.514, -3.473], [-2.013, -0.164, -3.019], [-1.796, 0.216, -1.750], [0.084, 3.477, 3.524], [1.691, 5.328, 2.947], [2.625, 5.410, 0.631], [1.972, 3.648, -0.987], [-4.904, -0.057, -0.545], [-5.343, -0.714, -2.944], [-3.392, -0.796, -4.508], [-1.157, -0.165, -3.677], [-2.393, 3.590, -3.141], [-1.328, 3.209, -2.730], [-1.131, 2.666, -1.539], [-0.010, 3.415, -3.445], [0.422, 4.607, -3.980], [1.783, 4.775, -4.258], [2.734, 3.842, -3.900], [2.271, 2.656, -3.348], [0.903, 2.363, -3.266], [0.483, 1.142, -3.009], [3.158, 1.801, -2.611], [2.676, 1.250, -1.588], [4.324, 1.714, -2.906], [2.238, 6.048, -4.832], [3.419, 6.150, -5.088], [1.388, 6.865, -5.113], [-0.264, 5.425, -4.147], [3.789, 4.050, -4.003], [3.272, -3.111, -1.997], [3.031, -3.352, -0.711], [4.077, -4.022, -0.215], [1.971, -4.207, -0.661], [2.747, -2.104, 0.078], [3.484, -1.800, 1.198], [3.215, -0.627, 1.903], [2.212, 0.196, 1.458], [1.452, -0.096, 0.386], [1.722, -1.228, -0.327], [0.712, -1.320, -1.691], [4.282, -2.459, 1.514], [3.788, -0.355, 2.777], [1.990, 1.109, 1.990], [-2.552, -4.908, 2.647], [-1.098, -4.943, 2.149], [-0.192, -4.550, 3.326], [-0.566, -3.295, 3.865], [-1.966, -3.318, 4.290], [-2.875, -3.642, 3.193], [-2.914, -2.577, 2.179], [-1.273, -2.244, 1.372], [-0.897, -4.026, 0.978], [-0.292, -2.181, 2.947], [-2.624, -5.690, 3.404], [-3.182, -5.152, 1.792], [-0.870, -5.898, 1.872], [0.829, -4.538, 2.943], [-0.309, -5.343, 4.066], [-2.230, -2.343, 4.694], [-2.081, -4.069, 5.075], [-3.259, -1.651, 2.642], [-3.650, -2.835, 1.414], [0.134, -4.133, 0.643], [-1.547, -4.370, 0.172], [-0.525, -1.239, 3.447], [0.777, -2.162, 2.714]], "forces_ev_per_angstrom": [[0.6, -0.2, -0.1], [0.0, 0.0, -0.1], [0.1, -0.1, 0.1], [0.0, 0.1, -0.1], [-0.3, 0.0, 0.0], [0.1, 0.0, -0.1], [0.2, 0.1, -0.1], [-0.1, -0.1, -0.1], [0.1, 0.0, -0.1], [0.0, 0.0, 0.1], [-0.1, -0.1, 0.0], [0.0, 0.1, 0.1], [0.1, -0.2, -0.1], [0.1, 0.0, 0.1], [0.0, 0.0, -0.1], [-0.1, 0.0, 0.0], [0.1, 0.0, 0.1], [-0.3, 0.1, 0.0], [0.0, 0.0, 0.0], [0.0, 0.0, 0.0], [0.0, 0.0, 0.0], [0.0, 0.0, 0.0], [0.0, 0.0, 0.0], [0.0, 0.0, 0.0], [0.0, 0.0, 0.0], [0.0, 0.0, 0.0], [0.0, 0.0, 0.0], [0.2, 0.2, 0.0], [-0.2, -0.1, 0.0], [0.0, -0.2, 0.1], [0.0, 0.0, 0.1], [0.0, 0.0, 0.3], [-0.1, 0.0, 0.1], [-0.2, 0.1, -0.1], [0.0, 0.2, 0.1], [-0.2, 0.2, -0.1], [0.2, -0.4, 0.4], [0.1, 0.2, -0.3], [-0.4, 0.0, 0.1], [-0.1, -0.3, -0.8], [0.1, 0.1, 0.3], [0.0, 0.2, 0.3], [0.0, 0.0, 0.0], [0.0, 0.0, 0.0], [0.0, 0.0, 0.0], [-0.1, 0.0, 0.0], [0.0, 0.0, 0.0], [0.0, 0.0, 0.0], [-0.1, 0.0, 0.0], [0.0, 0.1, 0.0], [0.0, 0.0, 0.0], [-0.2, 0.0, 0.0], [0.2, -0.3, -0.2], [-0.2, 0.4, 0.2], [0.1, -0.1, 0.0], [0.0, 0.0, 0.0], [0.0, 0.0, 0.0], [0.0, 0.0, 0.0], [0.0, -0.1, 0.0], [0.0, 0.0, 0.0], [0.0, 0.0, 0.0], [-0.1, 0.0, 0.0], [0.0, 0.0, 0.0], [0.1, 0.0, 0.0], [0.0, 0.0, 0.0], [-0.1, 0.0, -0.1], [0.0, 0.0, 0.0], [0.1, 0.1, 0.0], [0.0, 0.0, 0.0], [0.0, 0.0, 0.0], [0.0, 0.0, 0.0], [0.0, 0.0, 0.0], [0.0, 0.0, 0.0], [0.0, 0.0, 0.0], [0.0, 0.0, 0.0], [0.0, 0.0, 0.0], [0.0, 0.0, 0.0], [0.0, 0.0, 0.0], [0.0, 0.0, 0.0], [0.0, 0.0, 0.0], [0.0, 0.0, 0.0]]}

[3]
{"formula": "H22O11", "method": "wB97M-V/def2-TZVPD", "mol_weight_g_mol": 198.2, "e_lumo_ev": -0.17, "e_above_lowest_kj_mol": 507.2, "max_force_ev_per_a": 6.2, "spin_multiplicity": 1, "elements": ["O", "H", "H", "O", "H", "H", "O", "H", "H", "O", "H", "H", "O", "H", "H", "O", "H", "H", "O", "H", "H", "O", "H", "H", "O", "H", "H", "O", "H", "H", "O", "H", "H"], "xyz": [[0.808, -0.665, 1.263], [0.020, -0.013, 1.270], [0.506, -1.528, 1.109], [-0.690, -0.137, 3.418], [-0.434, 0.549, 2.735], [-1.638, -0.095, 3.321], [-1.683, 0.285, -1.077], [-2.010, 1.141, -1.288], [-1.982, -0.407, -1.776], [3.498, 3.153, -0.553], [3.255, 3.512, -1.417], [2.575, 3.110, -0.138], [-0.491, 3.990, 1.212], [0.024, 3.104, 1.369], [-0.153, 4.540, 1.951], [1.642, -3.674, -0.803], [1.219, -4.341, -1.349], [1.356, -2.733, -1.061], [3.645, -3.027, 0.748], [4.553, -3.417, 0.991], [3.916, -2.333, 0.105], [1.535, 0.563, -1.588], [0.715, 0.994, -1.719], [1.522, 0.010, -0.776], [-3.449, -0.710, 1.074], [-3.992, -0.103, 1.452], [-4.132, -1.237, 0.626], [-3.643, -1.925, -1.367], [-4.268, -2.133, -2.088], [-2.745, -2.337, -1.594], [-0.867, 2.001, -2.039], [-0.627, 2.671, -1.347], [-0.118, 2.216, -2.678]], "forces_ev_per_angstrom": [[-0.2, 4.0, -0.3], [1.8, -2.6, -0.6], [-1.1, -1.7, -0.1], [0.3, 1.7, -1.1], [-0.1, -1.2, 1.7], [-0.7, -0.3, 0.2], [-0.9, -5.2, 0.2], [-0.9, -0.1, -0.6], [0.4, 2.5, 2.0], [-2.4, 0.3, 0.7], [0.4, -0.1, -0.1], [2.1, -0.2, -0.6], [1.9, -2.2, 1.0], [-1.5, 2.5, -0.4], [-0.4, -0.3, -0.7], [-0.5, 2.0, -0.2], [-0.3, 0.5, -0.3], [0.4, -2.5, 0.2], [3.0, 0.0, 0.1], [-2.1, 0.8, -0.4], [-0.5, -0.7, 0.6], [2.2, -1.1, 0.4], [-1.7, -0.1, 0.5], [-0.5, 0.7, -0.5], [1.2, -2.9, -1.4], [-2.1, 3.3, 2.1], [0.9, -0.3, -0.3], [1.3, -1.0, -1.0], [0.7, -0.1, 0.4], [-2.2, 0.6, 0.4], [3.9, 4.5, -1.8], [-0.6, -0.6, -0.5], [-1.7, -0.3, 0.5]]}

[4]
{"formula": "C5H6N", "method": "wB97M-V/def2-TZVPD", "mol_weight_g_mol": 80.1, "e_lumo_ev": -5.16, "e_above_lowest_kj_mol": 759.8, "max_force_ev_per_a": 2.9, "charge": 1, "spin_multiplicity": 1, "elements": ["C", "C", "C", "C", "C", "N", "H", "H", "H", "H", "H", "H"], "xyz": [[-0.746, -0.005, 1.029], [-0.953, 1.066, 0.060], [-1.854, -0.094, -0.287], [0.274, -0.164, -0.247], [1.706, -0.393, 0.193], [-0.894, -1.023, -0.136], [-1.036, 2.188, 0.102], [-2.891, -0.402, -0.487], [0.164, 0.339, -1.159], [2.030, 0.309, 0.994], [2.532, -0.322, -0.672], [1.669, -1.499, 0.610]], "forces_ev_per_angstrom": [[0.2, 1.3, 2.2], [-2.7, 0.0, 0.4], [1.6, 1.4, -1.7], [0.6, 0.0, 0.3], [1.4, -2.0, 0.0], [0.7, -2.3, -0.6], [0.4, -1.4, 0.0], [0.2, 0.8, 0.9], [0.0, 0.8, -2.1], [-0.4, -0.6, -0.4], [-2.4, -0.2, 1.7], [0.4, 2.3, -0.7]]}

[5]
{"formula": "C26H26B2Cl2F9N4O7", "method": "wB97M-V/def2-TZVPD", "mol_weight_g_mol": 770.0, "e_lumo_ev": -4.98, "max_force_ev_per_a": 5.8, "charge": 1, "spin_multiplicity": 1, "elements": ["C", "C", "Cl", "C", "Cl", "C", "C", "C", "C", "B", "O", "O", "N", "C", "C", "C", "F", "F", "C", "F", "F", "C", "F", "F", "C", "F", "F", "F", "C", "B", "N", "O", "H", "H", "H", "H", "H", "H", "H", "H", "H", "H", "H", "H", "H", "H", "H", "H", "C", "C", "C", "C", "C", "C", "N", "O", "O", "H", "H", "H", "H", "H", "C", "C", "C", "C", "C", "C", "N", "O", "O", "H", "H", "H", "H", "H"], "xyz": [[0.552, -5.024, 2.956], [1.549, -4.187, 1.912], [2.378, -2.742, 2.724], [0.706, -3.792, 0.533], [1.516, -4.824, -0.829], [0.774, -2.156, 0.198], [1.787, -1.644, -0.983], [1.757, -0.034, -1.285], [0.779, 0.954, -0.378], [0.894, 2.556, -0.863], [0.140, 3.135, -1.999], [1.794, 3.440, -0.084], [-0.129, 0.468, 0.762], [-0.949, 1.462, 1.555], [-2.280, 2.042, 0.763], [-3.432, 0.934, 0.430], [-4.342, 1.587, -0.587], [-2.916, -0.291, -0.290], [-4.412, 0.534, 1.686], [-5.057, -0.777, 1.298], [-3.721, 0.278, 2.968], [-5.648, 1.576, 1.959], [-6.773, 1.140, 1.049], [-5.311, 3.009, 1.795], [-6.290, 1.441, 3.497], [-6.571, 0.040, 3.892], [-7.587, 2.216, 3.473], [-5.435, 2.178, 4.500], [-0.144, -1.054, 1.019], [-1.126, -1.766, 2.179], [-2.346, -2.559, 1.720], [-0.737, -1.575, 3.600], [0.528, -6.186, 2.716], [1.013, -4.946, 4.050], [-0.541, -4.605, 2.987], [2.406, -4.969, 1.630], [-0.418, -4.193, 0.560], [2.517, -2.297, -1.622], [2.468, 0.386, -2.145], [-0.528, 3.810, -1.621], [2.177, 2.839, 0.629], [-1.332, 1.104, 2.600], [-0.318, 2.442, 1.829], [-2.039, 2.645, -0.209], [-2.773, 2.826, 1.516], [-2.384, -3.418, 2.326], [-2.187, -2.903, 0.747], [-1.364, -0.869, 3.938], [-0.604, 8.213, -4.740], [-0.086, 7.542, -3.632], [-0.946, 7.007, -2.671], [-2.331, 7.147, -2.833], [-2.855, 7.827, -3.941], [-1.984, 8.360, -4.894], [-3.242, 6.565, -1.840], [-2.740, 5.988, -0.865], [-4.461, 6.681, -2.036], [0.070, 8.623, -5.489], [0.991, 7.432, -3.518], [-0.526, 6.486, -1.813], [-3.928, 7.948, -4.077], [-2.381, 8.887, -5.759], [7.496, -5.190, -2.088], [8.014, -5.862, -0.980], [7.154, -6.396, -0.020], [5.769, -6.256, -0.182], [5.245, -5.576, -1.289], [6.116, -5.043, -2.242], [4.858, -6.838, 0.811], [5.360, -7.416, 1.787], [3.639, -6.722, 0.615], [8.170, -4.780, -2.838], [9.091, -5.971, -0.867], [7.574, -6.917, 0.838], [4.172, -5.455, -1.425], [5.719, -4.516, -3.107]], "forces_ev_per_angstrom": [[0.6, 0.0, 0.8], [-0.6, -2.4, 0.0], [-0.9, -1.2, -0.7], [0.0, 0.6, 0.4], [-1.1, 1.4, 1.1], [0.7, 3.3, -1.8], [-2.7, 3.7, 2.3], [-2.3, -2.1, 3.3], [1.0, -3.2, -0.8], [0.1, 2.8, 0.2], [0.2, -0.5, 4.0], [-1.9, -3.9, -0.8], [3.4, -3.6, -3.0], [-1.2, 2.0, 0.5], [-0.4, 0.0, 0.6], [-0.3, 0.4, -2.6], [2.5, -2.0, 3.2], [-1.4, 3.7, 2.6], [-0.9, -3.2, -0.1], [2.1, 4.2, 1.5], [-1.5, 1.0, -3.7], [-2.3, 0.5, -0.4], [3.9, 1.9, 2.9], [-0.9, -4.8, 0.2], [-1.9, 1.3, 1.8], [1.3, 5.3, -1.3], [4.6, -3.0, 0.2], [-2.8, -3.1, -3.5], [1.9, -0.1, -2.4], [-0.9, -0.2, 1.1], [4.1, -0.3, 0.8], [-2.1, 1.0, -3.0], [0.1, 2.6, 0.1], [-1.0, 0.0, -2.4], [2.1, -0.7, -0.1], [-1.8, 2.1, 0.5], [2.7, 1.1, 0.1], [-1.8, 1.1, 1.6], [-1.9, -0.7, 2.2], [1.7, -1.2, -1.1], [-0.4, 1.4, -1.2], [1.1, -0.1, -2.2], [-1.0, -2.4, -0.9], [-0.5, -1.5, 1.7], [1.0, -1.8, -1.7], [-0.6, 1.2, -0.5], [-0.7, 0.7, 0.9], [0.9, -1.3, -0.1], [-0.1, 0.0, 0.1], [-0.4, 0.0, 0.0], [-0.1, 0.0, -0.1], [0.6, 0.4, -0.7], [0.0, 0.0, 0.0], [0.2, -0.2, 0.3], [-1.2, -0.3, 0.5], [-0.6, 0.5, -1.1], [2.1, -0.2, 0.4], [-0.1, -0.1, 0.2], [-0.3, 0.0, 0.0], [-0.3, 0.2, -0.1], [0.2, -0.1, 0.2], [0.0, -0.1, 0.2], [-0.1, 0.0, 0.1], [-0.4, 0.0, 0.0], [-0.1, 0.0, 0.0], [0.6, 0.4, -0.7], [0.1, 0.0, 0.0], [0.1, -0.2, 0.4], [-0.3, -0.7, 1.2], [-0.9, 1.0, -1.6], [1.4, -0.1, 0.3], [-0.1, -0.1, 0.2], [-0.3, 0.0, 0.0], [-0.3, 0.1, -0.2], [0.3, -0.2, 0.2], [0.0, -0.1, 0.2]]}

[6]
{"formula": "C4H8CdO", "method": "wB97M-V/def2-TZVPD", "mol_weight_g_mol": 184.5, "e_lumo_ev": -12.35, "max_force_ev_per_a": 3.9, "charge": 2, "spin_multiplicity": 1, "elements": ["H", "C", "C", "C", "C", "O", "Cd", "H", "H", "H", "H", "H", "H", "H"], "xyz": [[2.112, 0.453, 1.287], [0.870, 1.368, 1.739], [0.334, 2.706, 1.146], [1.073, 1.914, 0.177], [2.502, 1.902, -0.273], [3.078, 0.674, 0.191], [4.659, -0.138, -0.357], [0.081, 0.781, 2.209], [1.808, 1.735, 2.166], [0.846, 3.595, 1.519], [-0.749, 2.755, 1.047], [0.449, 1.255, -0.435], [3.026, 2.746, 0.205], [2.464, 1.974, -1.374]], "forces_ev_per_angstrom": [[-1.2, 1.5, -1.1], [2.7, 0.0, -0.6], [1.2, 0.9, -0.9], [-2.3, -2.5, -0.2], [-0.4, 1.8, 0.4], [-3.4, 0.5, 1.9], [3.0, -1.5, -1.0], [0.6, -0.3, -0.3], [-0.7, -0.3, 1.8], [-0.4, -0.2, 0.1], [0.3, -0.1, 0.0], [0.1, 0.5, -0.1], [0.1, -0.2, -0.5], [0.4, -0.1, 0.4]]}